# 1
Below is C16H13CuN5O4S as an isolated structure in a non-equilibrium geometry, with properties calculated with the ωB97M-V functional and the def2-TZVPD basis.

The geometry in XYZ format:
```
40
Properties=species:S:1:pos:R:3:forces:R:3
Cu 0.711 -0.087 2.400 -0.880 0.436 0.205
N -1.231 -0.170 -5.038 0.025 0.112 -0.393
C -1.168 -0.677 -3.765 -0.043 -0.188 0.286
C -0.477 -1.868 -3.512 -0.073 0.146 -0.049
C -0.439 -2.394 -2.239 -0.092 -0.063 -0.036
C -1.113 -1.744 -1.224 -0.101 -0.401 0.686
C -1.831 -0.587 -1.457 -0.071 -0.002 -0.090
C -1.854 -0.044 -2.723 0.072 -0.010 -0.033
S -0.932 -2.256 0.464 0.274 0.452 -0.112
O -0.446 -3.599 0.558 0.119 -0.026 -0.327
O -2.108 -1.902 1.202 0.054 0.385 -0.035
N 0.265 -1.200 0.951 -1.555 -0.869 -0.222
C 1.521 -1.391 0.584 1.515 -0.360 -0.682
N 2.369 -0.776 1.454 -0.003 -0.143 -0.012
C 3.667 -0.830 1.219 0.198 -0.085 -0.310
C 4.154 -1.489 0.101 -0.021 0.042 0.070
C 3.211 -2.090 -0.730 0.311 0.176 0.181
N 1.915 -2.048 -0.504 -0.193 -0.189 -0.052
H -0.533 -0.491 -5.688 -0.052 0.105 -0.012
H -1.492 0.796 -5.133 0.055 -0.032 -0.069
H 0.034 -2.363 -4.325 0.051 -0.081 -0.076
H 0.106 -3.293 -2.005 0.081 -0.091 -0.065
H -2.370 -0.144 -0.635 -0.114 0.142 0.034
H -2.395 0.871 -2.918 -0.113 0.048 -0.036
H 4.315 -0.342 1.934 0.037 0.039 0.019
H 5.207 -1.525 -0.117 0.089 -0.047 0.018
H 3.512 -2.620 -1.625 0.112 -0.041 -0.048
O -0.126 1.982 5.501 -0.120 0.136 -0.006
C 0.066 1.528 4.395 -0.434 0.906 0.317
O 0.842 0.554 4.102 0.655 -0.346 0.368
C -0.624 2.180 3.187 -0.072 0.275 0.297
C -1.273 3.405 3.262 0.107 -0.175 0.105
C -1.787 3.954 2.099 0.101 -0.240 0.012
C -1.657 3.247 0.909 0.042 -0.037 0.048
C -1.012 2.021 0.922 -0.147 0.161 -0.183
N -0.509 1.518 2.040 0.305 -0.217 0.399
H -1.334 3.891 4.226 -0.018 0.018 -0.006
H -2.271 4.921 2.114 -0.039 0.011 -0.003
H -2.038 3.643 -0.019 -0.043 0.014 -0.085
H -0.875 1.422 0.033 -0.017 0.037 -0.100
```
Forces are in eV/Å.

The expectation value of S² is 0.753. The value obtained for the LUMO energy (spin up / spin down) is -0.08 / -1.02 eV. Its orbital gap (spin up / spin down) is 8.344 / 7.391 eV. Its strongest force on any atom is 1.79 eV Å⁻¹. Its multiplicity is 2.

# 2
Below is C3HAgFO as an isolated structure in a non-equilibrium geometry, with properties calculated with the ωB97M-V functional and the def2-TZVPD basis.

The geometry in XYZ format:
```
7
Properties=species:S:1:pos:R:3:forces:R:3
F -1.566 2.733 0.879 -0.457 -0.936 -0.487
C -1.264 1.741 0.144 0.574 3.477 2.183
C -0.646 1.080 -0.690 -1.487 -3.645 -0.302
H -1.534 0.262 -0.744 1.906 0.793 -0.837
O 1.788 -2.398 -0.006 -0.029 0.176 0.080
C 1.875 -3.372 -0.576 0.012 -0.019 -0.002
Ag 1.348 -0.046 0.993 -0.519 0.153 -0.635
```
Forces are in eV/Å.

As for the total charge: +1. The value obtained for the LUMO energy is -6.20 eV. Its orbital gap is 9.504 eV. Its strongest force on any atom is 4.15 eV Å⁻¹.

# 3
Below is a 5-piece molecular cluster, C3H17NO4 overall in a non-equilibrium geometry, with properties calculated with the ωB97M-V functional and the def2-TZVPD basis.

The geometry in XYZ format:
```
25
Properties=species:S:1:pos:R:3:forces:R:3
C -0.410 3.791 -1.978 0.240 -0.056 0.757
C -0.353 2.546 -1.085 -0.217 -0.267 0.586
C -0.886 1.220 -1.632 -0.143 0.364 -0.413
N -0.740 0.157 -0.682 0.768 -1.206 0.392
H -1.207 3.729 -2.714 0.128 0.017 -0.267
H 0.568 3.998 -2.404 -0.112 -0.164 -0.579
H -0.604 4.668 -1.355 -0.173 -0.037 -0.049
H 0.664 2.279 -0.784 0.072 0.435 0.050
H -0.892 2.745 -0.152 0.017 -0.028 -0.038
H -0.239 0.935 -2.468 -0.187 0.032 -0.088
H -1.896 1.321 -2.057 -0.003 0.074 0.205
H -0.208 -0.627 -1.001 0.117 -0.082 -0.065
H -1.250 -0.113 0.148 -0.511 0.993 -0.463
O -2.780 -1.399 3.312 -0.671 -0.040 -0.110
H -2.078 -2.034 3.369 0.951 -0.347 0.130
H -3.544 -1.986 3.381 -0.229 0.351 -0.029
O 0.449 -2.264 1.079 -0.693 -0.482 -0.284
H -0.520 -2.349 1.084 0.535 0.093 0.090
H 0.663 -1.541 1.664 0.163 0.383 0.219
O 1.112 -4.170 -0.969 -0.614 0.218 -0.996
H 0.663 -3.321 -1.068 -0.047 -0.207 -0.257
H 1.538 -4.010 -0.145 0.674 -0.066 1.210
O 3.633 -1.316 2.257 0.118 -0.241 -0.080
H 3.951 -0.409 2.277 0.098 -0.031 -0.041
H 4.368 -1.851 1.922 -0.282 0.294 0.122
```
Forces are in eV/Å.

The value obtained for the LUMO energy is 0.37 eV. Its orbital gap is 9.094 eV. Its strongest force on any atom is 1.48 eV Å⁻¹. Its energy above the lowest of the compared OMol25 structures with the same formula, charge and spin is 86.46 kJ/mol. As for the SMILES: CCCN.O.O.O.O.

# 4
Below is a 2-piece molecular cluster, C5H15N2O overall in a non-equilibrium geometry, with properties calculated with the ωB97M-V functional and the def2-TZVPD basis.

The geometry in XYZ format:
```
23
Properties=species:S:1:pos:R:3:forces:R:3
N -0.345 -0.498 1.297 1.044 0.425 0.271
C 0.097 -1.537 0.284 -0.209 -0.230 -0.012
C 1.610 -1.855 0.391 -0.529 0.244 -0.537
N 1.902 -2.917 -0.583 -0.773 0.827 0.437
H 0.156 -0.652 2.191 -0.472 0.144 -0.454
H -0.115 0.489 0.948 0.006 -0.814 0.358
H -1.349 -0.508 1.467 -0.018 -0.233 0.058
H -0.502 -2.429 0.475 0.177 0.015 -0.081
H -0.194 -1.135 -0.701 0.295 -0.218 0.319
H 2.155 -0.889 0.296 0.027 -0.485 -0.185
H 1.847 -2.256 1.384 -0.180 0.079 -0.107
H 1.839 -2.642 -1.556 0.002 0.239 0.118
H 2.806 -3.301 -0.426 0.691 -0.355 0.117
C -1.795 1.671 -0.717 0.058 -0.163 -0.277
O -2.084 1.991 -2.079 -0.152 -0.358 0.708
C -0.297 1.799 -0.575 0.531 0.638 1.161
C 0.292 2.486 0.438 -0.347 0.477 -1.947
H -2.106 0.625 -0.458 -0.074 0.533 -0.312
H -2.302 2.371 -0.022 0.257 -0.359 -0.238
H -3.044 2.021 -2.190 0.201 0.011 -0.054
H 0.362 1.303 -1.314 -0.625 0.472 0.142
H 1.320 2.793 0.274 0.235 -0.587 0.591
H -0.253 3.071 1.176 -0.144 -0.302 -0.077
```
Forces are in eV/Å.

As for the total charge: +1. The value obtained for the LUMO energy is -3.28 eV. Its orbital gap is 10.050 eV. Its strongest force on any atom is 2.03 eV Å⁻¹. Its energy above the lowest of the compared OMol25 structures with the same formula, charge and spin is 233.14 kJ/mol.

# 5
Below is a 2-piece molecular cluster, C7H16 overall, with properties calculated with the ωB97M-V functional and the def2-TZVPD basis.

The geometry in XYZ format:
```
23
Properties=species:S:1:pos:R:3:forces:R:3
C 0.575 -1.379 -0.044 -0.008 -0.116 0.105
C 0.495 -0.122 -0.916 0.013 0.005 -0.021
C 1.133 1.056 -0.173 0.039 0.112 0.096
C 1.244 -0.364 -2.229 0.047 -0.022 -0.081
C -0.972 0.198 -1.216 -0.143 0.033 -0.002
H 1.627 -1.623 0.181 -0.347 0.014 -0.043
H 0.119 -2.237 -0.566 0.168 0.222 0.211
H 0.039 -1.220 0.907 0.235 -0.128 -0.363
H 2.191 0.839 0.051 -0.316 0.132 -0.051
H 1.083 1.969 -0.789 0.057 -0.254 0.237
H 0.604 1.242 0.776 0.232 -0.012 -0.353
H 0.796 -1.210 -2.776 0.194 0.278 0.117
H 1.195 0.534 -2.869 0.056 -0.323 0.153
H 2.304 -0.596 -2.029 -0.324 0.067 -0.140
H -1.446 -0.642 -1.751 0.090 0.298 0.152
H -1.526 0.375 -0.278 0.159 -0.039 -0.394
H -1.046 1.102 -1.844 -0.045 -0.294 0.189
C -0.840 0.543 2.895 -0.333 -0.088 -0.064
C -1.964 0.150 2.294 0.232 0.110 0.248
H -0.038 -0.170 3.118 -0.293 0.345 -0.067
H -0.686 1.589 3.181 -0.014 -0.448 -0.096
H -2.118 -0.897 2.007 0.001 0.447 0.094
H -2.766 0.863 2.071 0.299 -0.338 0.073
```
Forces are in eV/Å.

The value obtained for the LUMO energy is 0.96 eV. Its orbital gap is 11.024 eV. Its strongest force on any atom is 0.46 eV Å⁻¹. Its energy above the lowest of the compared OMol25 structures with the same formula, charge and spin is 98.30 kJ/mol. As for the SMILES: CC(C)(C)C.C=C.

# 6
Below is a 5-piece molecular cluster, C3H14O4 overall in a non-equilibrium geometry, with properties calculated with the ωB97M-V functional and the def2-TZVPD basis.

The geometry in XYZ format:
```
21
Properties=species:S:1:pos:R:3:forces:R:3
C 3.296 1.226 1.065 1.216 0.519 -0.744
C 2.632 0.079 0.490 -1.246 -0.070 0.691
C 3.112 -1.244 0.431 0.308 -0.216 0.718
H 2.928 2.203 0.747 -0.598 -0.225 0.124
H 3.168 1.156 2.163 -0.059 -0.011 -0.023
H 4.371 1.263 0.861 0.029 -0.428 0.316
H 1.553 0.166 0.326 0.189 0.111 -0.416
H 2.423 -2.068 0.319 -0.223 0.010 -0.436
H 4.112 -1.525 0.737 0.262 0.268 -0.284
H 1.122 -1.051 2.682 -0.076 -0.043 0.150
H -0.220 -0.712 1.998 -0.126 -0.045 0.043
O 0.169 -1.080 2.803 0.127 0.101 -0.237
H -5.978 1.616 0.290 0.006 -0.018 -0.116
H -4.503 1.509 -0.063 -0.028 0.070 0.063
O -5.380 1.493 -0.456 0.038 -0.030 0.086
H -2.118 0.064 -0.785 0.147 -0.164 -0.096
H -0.851 0.789 -1.231 -0.247 -0.044 -0.049
O -1.184 0.176 -0.570 0.262 0.229 0.431
H -1.369 -0.941 -4.116 -0.002 -0.114 0.017
H -0.365 -0.099 -3.356 0.035 -0.053 -0.144
O -0.868 -0.917 -3.293 -0.014 0.152 -0.096
```
Forces are in eV/Å.

As for the total charge: +1. The expectation value of S² is 0.752. The value obtained for the LUMO energy (spin up / spin down) is -5.81 / -9.37 eV. Its orbital gap (spin up / spin down) is 7.751 / 4.186 eV. Its strongest force on any atom is 1.52 eV Å⁻¹. Its energy above the lowest of the compared OMol25 structures with the same formula, charge and spin is 173.66 kJ/mol. Its multiplicity is 2.